A 16-piece molecular cluster, C58H162N14O16 overall at a distorted geometry. Source: the OMol25 dataset; level of theory: ωB97M-V with the def2-TZVPD basis set.

Each atom is followed by the atoms it is bonded to, with distances in Å.
Cartesian coordinates (Å):
1 C 19.8772 -16.3680 -3.4894  C2 1.531, H7 1.090, H8 1.090, H9 1.090
2 C 18.4740 -16.9594 -3.6509  C1 1.531, C3 1.525, N6 1.438, H10 1.090
3 C 17.4122 -15.8970 -3.3901  C2 1.525, O4 1.490, H11 1.090, H12 1.090
4 O 17.4828 -15.4121 -1.9833  C3 1.490, C5 1.341
5 C 16.4977 -14.6058 -1.5608  O4 1.341, H13 1.090, H14 1.090, H15 1.090
6 N 18.3502 -17.5749 -4.9450  C2 1.438, H16 1.010, H17 1.010
7 H 19.8438 -15.4252 -4.0354  C1 1.090
8 H 20.7006 -16.9168 -3.9465  C1 1.090
9 H 19.9756 -16.1633 -2.4233  C1 1.090
10 H 18.3393 -17.7018 -2.8642  C2 1.090
11 H 16.4004 -16.2519 -3.5861  C3 1.090
12 H 17.5163 -15.1116 -4.1387  C3 1.090
13 H 15.5007 -14.9622 -1.8200  C5 1.090
14 H 16.6259 -13.6039 -1.9706  C5 1.090
15 H 16.4748 -14.5346 -0.4734  C5 1.090
16 H 17.3758 -17.7921 -5.0986  N6 1.010
17 H 18.5650 -16.9878 -5.7382  N6 1.010
18 C 15.6416 -14.8066 -7.6274  C19 1.532, H24 1.090, H25 1.090, H26 1.090
19 C 16.0894 -13.7559 -8.6482  C18 1.532, C20 1.505, N23 1.474, H27 1.090
20 C 15.4358 -13.9525 -9.9893  C19 1.505, O21 1.416, H28 1.090, H29 1.090
21 O 15.9393 -15.1706 -10.5077  C20 1.416, C22 1.400
22 C 15.4589 -15.2748 -11.8186  O21 1.400, H30 1.090, H31 1.090, H32 1.090
23 N 15.8275 -12.4402 -8.0384  C19 1.474, H33 1.010, H34 1.010
24 H 16.2300 -14.7796 -6.7103  C18 1.090
25 H 15.6426 -15.8126 -8.0470  C18 1.090
26 H 14.5974 -14.7884 -7.3150  C18 1.090
27 H 17.1684 -13.8809 -8.7390  C19 1.090
28 H 15.7388 -13.0966 -10.5924  C20 1.090
29 H 14.3476 -13.9680 -9.9296  C20 1.090
30 H 15.9743 -14.5183 -12.4105  C22 1.090
31 H 14.3803 -15.1642 -11.9308  C22 1.090
32 H 15.7051 -16.2750 -12.1748  C22 1.090
33 H 16.5237 -12.3145 -7.3176  N23 1.010
34 H 15.0451 -12.4522 -7.3999  N23 1.010
35 C 23.6024 -15.8000 -5.0710  C36 1.542, H41 1.090, H42 1.090, H43 1.090
36 C 24.5648 -16.8072 -5.7332  C35 1.542, C37 1.553, N40 1.447, H44 1.090
37 C 23.8770 -17.5319 -6.9218  C36 1.553, O38 1.419, H45 1.090, H46 1.090
38 O 22.8211 -18.4092 -6.5636  C37 1.419, C39 1.484
39 C 23.2002 -19.7159 -5.9722  O38 1.484, H47 1.090, H48 1.090, H49 1.090
40 N 25.8019 -16.1287 -6.0532  C36 1.447, H50 1.010, H51 1.010
41 H 23.4414 -15.1079 -5.8975  C35 1.090
42 H 24.0558 -15.3335 -4.1963  C35 1.090
43 H 22.6472 -16.2053 -4.7372  C35 1.090
44 H 24.8559 -17.5531 -4.9936  C36 1.090
45 H 24.6072 -18.0181 -7.5688  C37 1.090
46 H 23.4342 -16.8660 -7.6624  C37 1.090
47 H 23.7491 -20.3035 -6.7082  C39 1.090
48 H 22.2794 -20.2632 -5.7702  C39 1.090
49 H 23.7226 -19.4677 -5.0484  C39 1.090
50 H 26.4569 -16.8367 -6.3528  N40 1.010
51 H 26.2203 -15.6616 -5.2615  N40 1.010
52 C 11.7202 -16.9098 -10.4223  C53 1.553, H58 1.090, H59 1.090, H60 1.090
53 C 12.4998 -17.7232 -11.4909  C52 1.553, C54 1.502, N57 1.455, H61 1.090
54 C 12.7659 -19.1687 -11.1801  C53 1.502, O55 1.393, H62 1.090, H63 1.090
55 O 13.2007 -19.4013 -9.8774  C54 1.393, C56 1.393
56 C 14.4786 -18.9740 -9.5244  O55 1.393, H64 1.090, H65 1.090, H66 1.090
57 N 11.7904 -17.6942 -12.7605  C53 1.455, H67 1.010, H68 1.010
58 H 11.6153 -15.8465 -10.6383  C52 1.090
59 H 12.1828 -16.9638 -9.4368  C52 1.090
60 H 10.6715 -17.1886 -10.3190  C52 1.090
61 H 13.4850 -17.3589 -11.7818  C53 1.090
62 H 13.5063 -19.5710 -11.8716  C54 1.090
63 H 11.8408 -19.7442 -11.2127  C54 1.090
64 H 14.7480 -18.9257 -8.4693  C56 1.090
65 H 14.8012 -18.0118 -9.9222  C56 1.090
66 H 15.2704 -19.6359 -9.8753  C56 1.090
67 H 12.3099 -18.1861 -13.4734  N57 1.010
68 H 11.9126 -16.7836 -13.1800  N57 1.010
69 C 20.0145 -9.5268 -8.9670  C70 1.516, H75 1.090, H76 1.090, H77 1.090
70 C 19.4172 -10.8185 -8.4454  C69 1.516, C71 1.603, N74 1.434, H78 1.090
71 C 18.7393 -10.6502 -7.0025  C70 1.603, O72 1.415, H79 1.090, H80 1.090
72 O 18.1522 -11.8418 -6.5136  C71 1.415, C73 1.425
73 C 17.6750 -11.6295 -5.1879  O72 1.425, H81 1.090, H82 1.090, H83 1.090
74 N 18.4377 -11.2232 -9.4107  C70 1.434, H84 1.010, H85 1.010
75 H 19.3168 -8.7094 -8.7849  C69 1.090
76 H 20.1048 -9.5845 -10.0517  C69 1.090
77 H 21.0175 -9.3400 -8.5833  C69 1.090
78 H 20.1996 -11.5749 -8.3833  C70 1.090
79 H 18.1382 -9.7415 -6.9716  C71 1.090
80 H 19.5862 -10.4097 -6.3598  C71 1.090
81 H 16.8127 -10.9637 -5.2198  C73 1.090
82 H 18.4236 -11.3120 -4.4620  C73 1.090
83 H 17.2535 -12.5483 -4.7801  C73 1.090
84 H 17.7451 -10.4881 -9.4181  N74 1.010
85 H 17.8832 -11.9064 -8.9148  N74 1.010
86 C 27.0620 -11.7288 -8.1607  C87 1.554, H92 1.090, H93 1.090, H94 1.090
87 C 26.2528 -12.8929 -7.5240  C86 1.554, C88 1.528, N91 1.426, H95 1.090
88 C 24.7890 -12.9804 -7.9533  C87 1.528, O89 1.411, H96 1.090, H97 1.090
89 O 24.0177 -11.9998 -7.2943  C88 1.411, C90 1.411
90 C 22.6769 -12.0793 -7.7262  O89 1.411, H98 1.090, H99 1.090, H100 1.090
91 N 26.9284 -14.1123 -7.8247  C87 1.426, H101 1.010, H102 1.010
92 H 28.1196 -11.7369 -7.8968  C86 1.090
93 H 26.6032 -10.7790 -7.8860  C86 1.090
94 H 27.0166 -11.8601 -9.2418  C86 1.090
95 H 26.2716 -12.7598 -6.4423  C87 1.090
96 H 24.4684 -13.9728 -7.6365  C88 1.090
97 H 24.7379 -12.9766 -9.0421  C88 1.090
98 H 22.5548 -11.6661 -8.7274  C90 1.090
99 H 22.0380 -11.4203 -7.1383  C90 1.090
100 H 22.1929 -13.0543 -7.7834  C90 1.090
101 H 26.5465 -14.8700 -7.2769  N91 1.010
102 H 27.8732 -13.9475 -7.5083  N91 1.010
103 C 19.6610 -14.9648 -12.8297  C104 1.492, H109 1.090, H110 1.090, H111 1.090
104 C 19.7724 -14.0169 -11.6828  C103 1.492, C105 1.549, N108 1.490, H112 1.090
105 C 21.1945 -13.9666 -11.0698  C104 1.549, O106 1.468, H113 1.090, H114 1.090
106 O 21.6101 -15.3132 -10.6585  C105 1.468, C107 1.443
107 C 22.9173 -15.2186 -10.0552  O106 1.443, H115 1.090, H116 1.090, H117 1.090
108 N 19.4361 -12.6468 -12.1639  C104 1.490, H118 1.010, H119 1.010
109 H 20.1979 -14.6390 -13.7206  C103 1.090
110 H 18.6697 -15.0769 -13.2688  C103 1.090
111 H 19.8064 -16.0234 -12.6144  C103 1.090
112 H 19.0925 -14.4036 -10.9238  C104 1.090
113 H 21.1542 -13.2740 -10.2291  C105 1.090
114 H 21.8642 -13.5042 -11.7950  C105 1.090
115 H 23.6333 -14.8386 -10.7840  C107 1.090
116 H 23.2008 -16.2006 -9.6764  C107 1.090
117 H 22.9000 -14.6023 -9.1563  C107 1.090
118 H 19.4876 -12.0710 -11.3357  N108 1.010
119 H 18.4626 -12.5808 -12.4248  N108 1.010
120 C 20.4393 -22.2234 -10.0121  C121 1.560, H126 1.090, H127 1.090, H128 1.090
121 C 20.0967 -22.6367 -8.5476  C120 1.560, C122 1.509, N125 1.438, H129 1.090
122 C 21.3568 -22.8364 -7.7419  C121 1.509, O123 1.383, H130 1.090, H131 1.090
123 O 22.0012 -23.9947 -8.1362  C122 1.383, C124 1.418
124 C 23.2051 -24.1856 -7.4122  O123 1.418, H132 1.090, H133 1.090, H134 1.090
125 N 19.2033 -21.6144 -8.0723  C121 1.438, H135 1.010, H136 1.010
126 H 19.5505 -21.8220 -10.4990  C120 1.090
127 H 20.9132 -23.0885 -10.4759  C120 1.090
128 H 21.1847 -21.4334 -9.9198  C120 1.090
129 H 19.5760 -23.5943 -8.5517  C121 1.090
130 H 21.1013 -22.8322 -6.6823  C122 1.090
131 H 21.9082 -21.8964 -7.7664  C122 1.090
132 H 23.7124 -25.1503 -7.4247  C124 1.090
133 H 22.8594 -24.0908 -6.3828  C124 1.090
134 H 23.8999 -23.3860 -7.6691  C124 1.090
135 H 19.6781 -20.7773 -7.7656  N125 1.010
136 H 19.0273 -21.8706 -7.1113  N125 1.010
137 C 20.8575 -14.8751 -0.2241  C138 1.533, H143 1.090, H144 1.090, H145 1.090
138 C 22.2145 -14.8624 -0.9364  C137 1.533, C139 1.543, N142 1.483, H146 1.090
139 C 22.4976 -13.6236 -1.8126  C138 1.543, O140 1.418, H147 1.090, H148 1.090
140 O 21.7325 -13.8188 -2.9906  C139 1.418, C141 1.410
141 C 21.8207 -12.7979 -3.9589  O140 1.410, H149 1.090, H150 1.090, H151 1.090
142 N 23.1901 -15.0518 0.1640  C138 1.483, H152 1.010, H153 1.010
143 H 20.7482 -13.9527 0.3462  C137 1.090
144 H 20.7951 -15.7361 0.4414  C137 1.090
145 H 19.9997 -14.9096 -0.8958  C137 1.090
146 H 22.2408 -15.7008 -1.6324  C138 1.090
147 H 23.5723 -13.5842 -1.9900  C139 1.090
148 H 22.2610 -12.7060 -1.2740  C139 1.090
149 H 21.0477 -12.9235 -4.7171  C141 1.090
150 H 22.7697 -12.7343 -4.4913  C141 1.090
151 H 21.7346 -11.8090 -3.5087  C141 1.090
152 H 24.1534 -15.1686 -0.1160  N142 1.010
153 H 23.1918 -14.1525 0.6239  N142 1.010
154 C 17.9185 -18.3748 -8.2923  C155 1.539, H160 1.090, H161 1.090, H162 1.090
155 C 19.4566 -18.3520 -8.2538  C154 1.539, C156 1.604, N159 1.434, H163 1.090
156 C 19.9567 -16.8301 -8.3289  C155 1.604, O157 1.402, H164 1.090, H165 1.090
157 O 19.3218 -16.1362 -7.2890  C156 1.402, C158 1.474
158 C 19.8945 -14.7971 -7.0644  O157 1.474, H166 1.090, H167 1.090, H168 1.090
159 N 19.8864 -19.0470 -7.0756  C155 1.434, H169 1.010, H170 1.010
160 H 17.5099 -17.7650 -9.0981  C154 1.090
161 H 17.4760 -18.0119 -7.3646  C154 1.090
162 H 17.6691 -19.4285 -8.4167  C154 1.090
163 H 19.8042 -18.8372 -9.1658  C155 1.090
164 H 19.7275 -16.3543 -9.2824  C156 1.090
165 H 21.0368 -16.9297 -8.2212  C156 1.090
166 H 19.3655 -14.3468 -6.2245  C158 1.090
167 H 19.8653 -14.0815 -7.8860  C158 1.090
168 H 20.9369 -15.0000 -6.8187  C158 1.090
169 H 19.4369 -18.5291 -6.3341  N159 1.010
170 H 20.8570 -18.7973 -6.9501  N159 1.010
171 C 16.4694 -21.0120 -3.3694  C172 1.542, H177 1.090, H178 1.090, H179 1.090
172 C 16.5430 -20.9503 -4.9083  C171 1.542, C173 1.568, N176 1.477, H180 1.090
173 C 15.5288 -19.9837 -5.6120  C172 1.568, O174 1.371, H181 1.090, H182 1.090
174 O 15.7113 -18.6691 -5.2700  C173 1.371, C175 1.472
175 C 14.5244 -17.8316 -5.5106  O174 1.472, H183 1.090, H184 1.090, H185 1.090
176 N 17.9341 -20.5400 -5.1880  C172 1.477, H186 1.010, H187 1.010
177 H 17.1766 -21.7365 -2.9658  C171 1.090
178 H 15.4520 -21.2272 -3.0426  C171 1.090
179 H 16.6946 -20.0086 -3.0083  C171 1.090
180 H 16.3816 -21.9180 -5.3833  C172 1.090
181 H 14.5690 -20.3195 -5.2192  C173 1.090
182 H 15.4229 -20.1439 -6.6849  C173 1.090
183 H 14.8287 -16.7856 -5.4727  C175 1.090
184 H 13.7136 -18.0393 -4.8123  C175 1.090
185 H 14.1725 -17.9605 -6.5342  C175 1.090
186 H 18.1223 -19.6640 -4.7219  N176 1.010
187 H 17.9720 -20.2169 -6.1442  N176 1.010
188 C 20.2802 -23.9015 -3.9424  C189 1.491, H194 1.090, H195 1.090, H196 1.090
189 C 19.0265 -24.6524 -4.2396  C188 1.491, C190 1.555, N193 1.440, H197 1.090
190 C 18.5948 -24.3842 -5.7096  C189 1.555, O191 1.419, H198 1.090, H199 1.090
191 O 17.4205 -25.1150 -6.0260  C190 1.419, C192 1.425
192 C 16.8151 -24.8018 -7.2778  O191 1.425, H200 1.090, H201 1.090, H202 1.090
193 N 19.1195 -26.0518 -3.9133  C189 1.440, H203 1.010, H204 1.010
194 H 20.1471 -22.8199 -3.9647  C188 1.090
195 H 21.0765 -24.1774 -4.6337  C188 1.090
196 H 20.7036 -23.9821 -2.9412  C188 1.090
197 H 18.1732 -24.3558 -3.6296  C189 1.090
198 H 19.3600 -24.7152 -6.4118  C190 1.090
199 H 18.4031 -23.3156 -5.8062  C190 1.090
200 H 16.5317 -23.7541 -7.1768  C192 1.090
201 H 15.8665 -25.2895 -7.5025  C192 1.090
202 H 17.5553 -24.9063 -8.0711  C192 1.090
203 H 19.7113 -26.4526 -4.6269  N193 1.010
204 H 18.2693 -26.4922 -4.2347  N193 1.010
205 C 21.5860 -24.4050 -13.8228  C206 1.481, H211 1.090, H212 1.090, H213 1.090
206 C 20.3492 -24.4959 -14.6321  C205 1.481, C207 1.564, N210 1.431, H214 1.090
207 C 19.1148 -23.8562 -13.9153  C206 1.564, O208 1.403, H215 1.090, H216 1.090
208 O 18.8053 -24.5686 -12.7472  C207 1.403, C209 1.446
209 C 17.7246 -24.0045 -11.9686  O208 1.446, H217 1.090, H218 1.090, H219 1.090
210 N 20.6208 -23.7326 -15.8121  C206 1.431, H220 1.010, H221 1.010
211 H 21.9387 -23.3938 -13.6200  C205 1.090
212 H 22.4425 -24.8738 -14.3072  C205 1.090
213 H 21.4584 -24.8608 -12.8409  C205 1.090
214 H 20.1872 -25.5610 -14.7974  C206 1.090
215 H 18.2403 -23.9510 -14.5590  C207 1.090
216 H 19.3124 -22.8047 -13.7065  C207 1.090
217 H 17.9823 -22.9855 -11.6800  C209 1.090
218 H 17.6904 -24.5478 -11.0242  C209 1.090
219 H 16.7645 -24.0618 -12.4814  C209 1.090
220 H 19.8040 -23.6515 -16.4006  N210 1.010
221 H 20.7419 -22.7567 -15.5818  N210 1.010
222 C 18.0594 -18.2888 -12.0868  C223 1.540, H228 1.090, H229 1.090, H230 1.090
223 C 18.4361 -19.5286 -12.9195  C222 1.540, C224 1.561, N227 1.498, H231 1.090
224 C 17.5166 -19.7702 -14.1580  C223 1.561, O225 1.460, H232 1.090, H233 1.090
225 O 16.1482 -20.1004 -13.7702  C224 1.460, C226 1.376
226 C 15.8989 -21.3564 -13.2661  O225 1.376, H234 1.090, H235 1.090, H236 1.090
227 N 19.8730 -19.2766 -13.2604  C223 1.498, H237 1.010, H238 1.010
228 H 17.1812 -18.4886 -11.4728  C222 1.090
229 H 17.7423 -17.4590 -12.7185  C222 1.090
230 H 18.8269 -18.0418 -11.3532  C222 1.090
231 H 18.4001 -20.4416 -12.3252  C223 1.090
232 H 17.9006 -20.6160 -14.7282  C224 1.090
233 H 17.6636 -18.9314 -14.8384  C224 1.090
234 H 16.3228 -22.2494 -13.7254  C226 1.090
235 H 14.8266 -21.4815 -13.4164  C226 1.090
236 H 16.0063 -21.4115 -12.1828  C226 1.090
237 H 20.3855 -18.9961 -12.4365  N227 1.010
238 H 20.0170 -18.5129 -13.9055  N227 1.010
239 C 22.8441 -18.5104 -11.2895  O240 1.391, H241 1.090, H242 1.090, H243 1.090
240 O 21.5098 -18.1433 -11.1501  C239 1.391, H244 0.960
241 H 22.8671 -19.5709 -11.5402  C239 1.090
242 H 23.3185 -17.9687 -12.1078  C239 1.090
243 H 23.4195 -18.5296 -10.3640  C239 1.090
244 H 21.4530 -17.2451 -10.8160  O240 0.960
245 C 14.1406 -22.8078 -9.1004  O246 1.435, H247 1.090, H248 1.090, H249 1.090
246 O 14.6683 -22.7751 -10.4349  C245 1.435, H250 0.960
247 H 14.2890 -21.9045 -8.5088  C245 1.090
248 H 13.0674 -22.9011 -9.2670  C245 1.090
249 H 14.5740 -23.7035 -8.6555  C245 1.090
250 H 14.3532 -21.9212 -10.7400  O246 0.960

Calculated values
Electronic energy: -116383.3764 eV
Frontier orbital gap: 8.8 eV
Relative energy (zero: lowest compared OMol25 entry of this formula, charge and spin): 102.3 kcal per mole
Charge: 0
2S+1: 1

Results of the Löwdin charge analysis, in e, for atoms 1 through 99: C -0.025; C -0.406; C -0.123; O -0.174; C -0.178; N 0.049; H 0.066; H 0.077; H 0.055; H 0.139; H 0.108; H 0.107; H 0.084; H 0.081; H 0.092; H 0.042; H 0.049; C -0.059; C -0.400; C -0.208; O -0.178; C -0.123; N 0.048; H 0.070; H 0.064; H 0.077; H 0.127; H 0.123; H 0.132; H 0.087; H 0.082; H 0.076; H 0.019; H 0.071; C -0.027; C -0.406; C -0.187; O -0.233; C -0.026; N 0.027; H 0.065; H 0.077; H 0.065; H 0.122; H 0.121; H 0.094; H 0.083; H 0.079; H 0.081; H 0.092; H 0.094; C -0.026; C -0.434; C -0.210; O -0.173; C -0.117; N 0.030; H 0.066; H 0.066; H 0.079; H 0.105; H 0.123; H 0.139; H 0.060; H 0.080; H 0.079; H 0.070; H 0.068; C -0.056; C -0.426; C -0.171; O -0.233; C -0.091; N 0.057; H 0.082; H 0.081; H 0.076; H 0.094; H 0.127; H 0.114; H 0.095; H 0.093; H 0.076; H 0.088; H 0.026; C -0.048; C -0.458; C -0.214; O -0.143; C -0.132; N 0.025; H 0.070; H 0.074; H 0.076; H 0.130; H 0.095; H 0.127; H 0.086; H 0.079